# 1
Formula: C48H51BrCsN9O6PS
Source: the Open Molecules 2025 dataset
Level of theory: ωB97M-V/def2-TZVPD

Calculated values
LUMO = 1.66 eV
Net charge = -1
HOMO = -5.3 eV
Orbital gap = 7.0 eV

Positions of all 118 atoms, in Å:
Cs 1.129 1.523 0.867
C -7.041 -3.155 1.251
C -5.642 -2.620 1.296
C -4.543 -3.379 1.057
C -3.225 -2.873 1.279
C -2.052 -3.530 1.015
N -1.861 -4.646 0.276
C -2.633 -4.955 -0.907
C -1.780 -4.777 -2.166
C -1.214 -3.350 -2.226
N -0.258 -3.244 -3.296
C -0.279 -2.446 -4.365
C -0.910 -1.234 -4.581
C -1.048 -0.810 -5.937
C -1.410 0.455 -6.276
C -1.665 0.863 -7.698
C -1.511 1.421 -5.242
C -1.405 1.101 -3.922
C -1.436 2.154 -2.919
N -1.886 2.014 -1.753
C -1.765 3.093 -0.834
C -3.073 3.333 -0.066
C -3.088 2.777 1.365
N -3.155 1.359 1.364
C -4.105 0.761 1.927
C -4.246 -0.685 1.812
C -5.467 -1.241 1.605
C -3.050 -1.536 1.885
O -2.016 -1.186 2.428
C -1.242 -0.296 -3.484
O -1.281 -0.627 -2.310
H -7.061 -4.194 0.937
H -7.477 -3.081 2.247
H -7.670 -2.580 0.573
H -4.662 -4.416 0.773
H -1.163 -3.103 1.467
H -0.898 -4.948 0.210
H -3.011 -5.984 -0.847
H -3.477 -4.269 -0.967
H -0.964 -5.504 -2.172
H -2.399 -4.969 -3.045
H -2.011 -2.629 -2.386
H -0.729 -3.091 -1.283
H 0.520 -3.883 -3.219
H 0.343 -2.819 -5.179
H -0.886 -1.551 -6.714
H -1.504 0.027 -8.377
H -2.693 1.213 -7.806
H -1.009 1.682 -7.993
H -1.663 2.456 -5.528
H -1.005 3.117 -3.260
H -0.975 2.818 -0.128
H -1.458 4.023 -1.353
H -3.252 4.408 -0.001
H -3.896 2.889 -0.633
H -2.158 3.057 1.866
H -3.940 3.228 1.912
H -4.928 1.295 2.447
H -6.352 -0.617 1.630
N 7.573 -0.047 -5.103
C 6.620 0.389 -4.191
C 5.266 0.360 -4.526
C 4.312 0.685 -3.582
C 4.702 1.056 -2.311
C 6.038 1.103 -1.967
C 6.997 0.779 -2.906
S 3.418 1.417 -1.117
O 2.556 2.409 -1.719
O 4.025 1.832 0.130
N 2.521 0.101 -0.906
C 3.145 -0.952 -0.423
N 4.499 -0.993 -0.435
C 5.085 -2.012 0.144
C 4.388 -3.053 0.739
C 3.007 -2.965 0.624
N 2.384 -1.968 0.046
H 7.289 -0.002 -6.069
H 8.511 0.285 -4.943
H 4.969 0.078 -5.527
H 3.259 0.659 -3.815
H 6.300 1.382 -0.960
H 8.048 0.818 -2.654
H 6.170 -1.989 0.126
H 4.876 -3.866 1.250
H 2.363 -3.747 1.022
Br -1.827 7.858 -0.031
C -0.427 7.232 1.114
C 0.493 8.137 1.619
N 1.473 7.762 2.422
C 1.564 6.481 2.745
C 0.695 5.502 2.277
C -0.336 5.893 1.435
C 0.829 4.020 2.663
O 1.696 3.731 3.485
O 0.016 3.254 2.098
H 0.445 9.192 1.373
H 2.369 6.213 3.415
H -1.035 5.155 1.072
C -0.424 0.808 4.162
P 0.626 -0.594 3.609
C 2.267 0.256 3.649
C 0.678 -1.419 5.266
C -0.046 -2.596 5.419
C -0.089 -3.253 6.636
C 0.598 -2.742 7.724
C 1.317 -1.565 7.586
C 1.358 -0.910 6.368
H -0.130 1.139 5.158
H -1.465 0.496 4.150
H -0.298 1.621 3.452
H 2.251 1.129 4.301
H 2.481 0.598 2.638
H 3.046 -0.448 3.947
H -0.587 -2.981 4.566
H -0.656 -4.168 6.741
H 0.572 -3.254 8.677
H 1.845 -1.157 8.437
H 1.918 0.010 6.283

# 2
Formula: C48H51EuN6O9P2S2
Source: the Open Molecules 2025 dataset
Level of theory: ωB97M-V/def2-TZVPD

Calculated values
LUMO (spin up / spin down) = 1.80 / 1.80 eV
Net charge = -1
Spin multiplicity = 8
HOMO (spin up / spin down) = -3.7 / -5.0 eV
Orbital gap (spin up / spin down) = 5.5 / 6.8 eV
Expectation value of S² = 15.759

Positions of all 119 atoms, in Å:
Eu 0.090 -0.401 0.677
O -1.527 -4.003 2.032
C -1.589 -2.772 2.114
O -0.642 -1.958 2.382
C -2.972 -2.184 2.070
C -3.020 -0.709 2.576
C -4.438 -0.231 2.734
C -4.944 -0.270 1.269
C -3.701 -0.558 0.506
O -2.695 0.065 1.361
C -3.503 -2.045 0.594
C -2.499 -2.387 -0.572
O -2.882 -2.686 -1.686
O -1.265 -2.269 -0.235
H -3.639 -2.727 2.688
H -2.347 -0.416 3.359
H -4.537 0.783 3.212
H -5.061 -0.927 3.332
H -5.403 0.658 0.932
H -5.680 -1.061 0.928
H -3.580 -0.124 -0.441
H -4.429 -2.575 0.409
O -1.779 0.626 -1.211
P -1.633 1.443 -2.467
C -0.047 2.482 -2.288
P 0.252 3.251 -0.659
O 0.301 2.209 0.398
C 1.893 4.079 -0.781
C 2.296 4.855 -1.882
C 3.608 5.294 -1.971
C 4.541 5.030 -0.984
C 4.150 4.281 0.118
C 2.836 3.811 0.238
C -1.067 4.459 -0.416
C -0.961 5.711 -0.971
C -2.012 6.632 -0.900
C -3.212 6.233 -0.320
C -3.269 4.974 0.293
C -2.239 4.045 0.190
C -3.019 2.427 -2.879
C -4.270 2.007 -2.374
C -5.418 2.787 -2.479
C -5.320 4.072 -3.046
C -4.083 4.518 -3.565
C -2.941 3.707 -3.411
C -1.159 0.456 -3.949
C -0.712 1.096 -5.118
C -0.452 0.344 -6.260
C -0.685 -1.027 -6.211
C -1.121 -1.643 -5.041
C -1.449 -0.901 -3.931
H 0.344 3.136 -3.163
H 0.738 1.687 -2.224
H 1.599 4.943 -2.716
H 3.968 5.835 -2.861
H 5.527 5.373 -1.168
H 4.862 4.029 0.910
H 2.483 3.191 1.004
H -0.020 5.994 -1.398
H -1.868 7.657 -1.271
H -4.028 6.957 -0.225
H -4.167 4.694 0.810
H -2.264 3.075 0.746
H -4.229 1.052 -1.891
H -6.404 2.403 -2.155
H -6.219 4.720 -2.992
H -3.955 5.510 -4.034
H -1.987 4.150 -3.656
H -0.525 2.172 -5.130
H -0.098 0.875 -7.162
H -0.447 -1.565 -7.116
H -1.153 -2.722 -5.052
H -1.892 -1.412 -3.079
N 1.446 -7.584 0.400
C 1.972 -6.286 0.412
C 3.340 -6.084 0.205
C 3.901 -4.835 0.410
C 3.092 -3.786 0.829
C 1.714 -4.011 1.003
C 1.171 -5.259 0.784
S 3.835 -2.219 1.113
O 3.688 -1.835 2.488
O 5.184 -2.213 0.609
N 2.820 -1.210 0.338
C 2.664 -1.496 -0.987
N 1.767 -0.696 -1.611
C 1.745 -0.781 -2.932
C 2.509 -1.693 -3.628
C 3.224 -2.596 -2.864
N 3.314 -2.526 -1.564
H 1.849 -8.156 -0.324
H 0.436 -7.629 0.330
H 3.989 -6.908 -0.045
H 4.967 -4.651 0.324
H 1.066 -3.273 1.406
H 0.114 -5.334 1.038
H 1.045 -0.127 -3.424
H 2.539 -1.770 -4.731
H 3.837 -3.332 -3.339
C 0.291 -3.808 5.127
C 1.534 -2.952 4.968
N 1.257 -1.747 4.221
C 1.649 -0.518 4.499
S 0.913 0.810 3.773
N 2.720 -0.331 5.327
C 3.941 -1.150 5.309
C 5.221 -0.396 5.148
H 0.483 -4.790 5.587
H -0.135 -3.953 4.127
H -0.319 -3.205 5.736
H 2.314 -3.580 4.447
H 1.921 -2.720 5.963
H 0.527 -1.873 3.459
H 2.817 0.669 5.616
H 3.834 -1.798 4.434
H 4.040 -1.837 6.171
H 5.341 0.058 4.140
H 6.031 -1.174 5.239
H 5.361 0.368 5.928

# 3
Formula: C48H52Cl4O28
Source: the Open Molecules 2025 dataset
Level of theory: ωB97M-V/def2-TZVPD

Calculated values
LUMO = -1.67 eV
Net charge = 0
HOMO = -9.3 eV
Orbital gap = 7.6 eV

Positions of all 132 atoms, in Å:
Cl 1.209 5.115 3.052
C -0.375 4.952 3.904
C -0.877 3.536 3.756
Cl 0.129 2.340 4.601
H -1.054 5.630 3.395
H -0.162 5.213 4.934
H -0.920 3.248 2.706
H -1.897 3.454 4.131
Cl -1.475 -4.830 1.192
C -2.195 -4.377 2.771
C -1.605 -3.060 3.227
Cl -2.079 -2.765 4.917
H -1.891 -5.165 3.453
H -3.274 -4.318 2.684
H -1.984 -2.232 2.628
H -0.520 -3.031 3.174
C 0.967 2.363 0.862
O 0.033 1.317 0.792
C 0.487 0.037 1.206
C -0.299 -1.005 0.435
O -1.652 -0.634 0.454
C -2.440 -1.453 -0.383
H 0.544 3.213 0.332
H 1.930 2.094 0.408
H 1.209 2.607 1.902
H 0.337 -0.069 2.285
H 1.548 -0.062 0.944
H -0.203 -1.994 0.914
H 0.113 -1.153 -0.568
H -3.445 -1.044 -0.364
H -2.384 -2.499 -0.072
H -2.055 -1.461 -1.412
C 0.824 -3.985 6.710
O 0.993 -2.736 6.068
C 1.980 -1.975 6.706
C 2.176 -0.679 5.970
O 2.563 -0.938 4.632
C 3.095 0.193 3.992
H 1.737 -4.586 6.665
H 0.015 -4.495 6.189
H 0.488 -3.847 7.745
H 2.955 -2.480 6.686
H 1.670 -1.730 7.730
H 2.999 -0.134 6.465
H 1.324 0.010 6.038
H 2.742 0.194 2.959
H 4.189 0.202 4.023
H 2.747 1.160 4.379
C 5.952 2.280 2.432
C 5.584 2.530 1.169
C 4.616 3.648 0.853
O 4.134 3.768 -0.252
C 4.338 4.589 1.932
C 4.700 4.324 3.184
C 5.504 3.107 3.546
O 5.721 2.853 4.710
O 4.428 5.172 4.165
O 5.997 1.821 0.135
H 6.510 1.380 2.667
H 3.804 5.496 1.689
H 4.771 4.813 5.000
H 5.582 2.173 -0.669
C -3.571 -6.628 -3.590
C -3.532 -5.725 -2.609
C -4.171 -4.370 -2.714
O -4.004 -3.549 -1.843
C -4.983 -4.126 -3.906
C -5.081 -5.039 -4.881
C -4.293 -6.333 -4.836
O -4.261 -7.071 -5.785
O -5.836 -4.913 -5.987
O -2.908 -5.959 -1.460
H -3.166 -7.619 -3.443
H -5.497 -3.176 -4.005
H -5.870 -3.992 -6.268
H -2.909 -5.161 -0.902
C -3.208 2.066 -2.892
C -2.620 2.145 -1.698
C -3.284 2.799 -0.518
O -2.747 2.833 0.566
C -4.584 3.429 -0.754
C -5.169 3.315 -1.942
C -4.565 2.560 -3.092
O -5.231 2.349 -4.089
O -6.307 3.944 -2.233
O -1.382 1.706 -1.483
H -2.675 1.666 -3.745
H -5.086 3.983 0.025
H -6.536 3.716 -3.151
H -1.218 1.626 -0.509
C 1.009 5.127 -2.372
C 0.762 5.614 -1.151
C -0.634 5.838 -0.628
O -0.765 6.261 0.494
C -1.735 5.491 -1.520
C -1.487 4.963 -2.718
C -0.094 4.839 -3.281
O 0.038 4.451 -4.422
O -2.446 4.490 -3.502
O 1.719 5.731 -0.222
H 2.019 4.965 -2.725
H -2.759 5.642 -1.204
H -2.015 4.171 -4.318
H 1.389 6.359 0.444
C 1.740 -0.051 -2.353
C 0.684 -0.022 -3.154
C 0.349 1.131 -4.056
O -0.526 1.002 -4.880
C 1.216 2.293 -3.934
C 2.258 2.292 -3.103
C 2.570 1.130 -2.196
O 3.399 1.243 -1.322
O 3.087 3.335 -3.022
O -0.175 -1.060 -3.221
H 1.952 -0.930 -1.763
H 1.012 3.159 -4.553
H 3.810 3.102 -2.416
H -0.780 -0.910 -3.968
C 0.420 -6.074 -1.619
C 1.254 -7.013 -2.056
C 2.346 -6.717 -3.046
O 3.108 -7.599 -3.385
C 2.363 -5.381 -3.627
C 1.539 -4.426 -3.181
C 0.463 -4.722 -2.160
O -0.357 -3.880 -1.860
O 1.596 -3.173 -3.619
O 1.234 -8.258 -1.586
H -0.348 -6.423 -0.940
H 3.032 -5.128 -4.439
H 0.903 -2.616 -3.213
H 1.684 -8.820 -2.238

# 4
Formula: C48H52F5NOPPdS2Si
Source: the Open Molecules 2025 dataset
Level of theory: ωB97M-V/def2-TZVPD

Calculated values
LUMO (spin up / spin down) = 2.25 / 2.14 eV
Net charge = -1
Spin multiplicity = 3
HOMO (spin up / spin down) = -3.2 / -4.6 eV
Orbital gap (spin up / spin down) = 5.4 / 6.7 eV
Expectation value of S² = 2.007

Positions of all 112 atoms, in Å:
Pd 0.146 0.855 -0.033
F -2.834 7.465 1.218
C -2.064 6.466 0.769
C -2.193 5.192 1.282
F -3.099 4.949 2.234
C -1.388 4.169 0.813
F -1.582 2.970 1.355
C -0.425 4.353 -0.183
S 0.637 3.111 -0.809
C -0.334 5.659 -0.680
F 0.549 5.952 -1.639
C -1.124 6.694 -0.223
F -0.991 7.925 -0.735
O 2.054 0.138 -1.949
S 1.545 -1.060 -2.661
C 2.877 -1.541 -3.767
C 4.143 -1.021 -3.567
C 5.165 -1.384 -4.432
C 4.914 -2.251 -5.486
C 3.635 -2.751 -5.688
C 2.607 -2.388 -4.831
C 1.739 -2.443 -1.526
C 2.204 -2.176 -0.252
C 2.318 -3.219 0.657
C 1.984 -4.511 0.278
C 1.517 -4.764 -1.005
C 1.380 -3.725 -1.912
H 4.305 -0.335 -2.744
H 6.160 -0.985 -4.282
H 5.715 -2.529 -6.159
H 3.434 -3.413 -6.521
H 1.599 -2.751 -4.997
H 2.432 -1.156 0.033
H 2.644 -3.007 1.668
H 2.067 -5.321 0.993
H 1.235 -5.769 -1.295
H 0.976 -3.914 -2.899
C 0.031 4.251 5.011
C -0.146 2.906 5.296
C 0.321 1.938 4.415
C 0.967 2.285 3.231
C 1.144 3.649 2.968
C 0.684 4.621 3.840
Si 1.557 1.025 1.949
C 1.481 -0.674 2.834
C 0.372 -1.503 2.654
C 0.266 -2.729 3.296
C 1.287 -3.173 4.125
C 2.411 -2.377 4.303
C 2.500 -1.146 3.666
C 3.403 1.414 1.743
C 4.175 1.883 2.810
C 5.535 2.118 2.672
C 6.157 1.893 1.450
C 5.405 1.446 0.373
C 4.044 1.216 0.519
H -0.339 5.008 5.692
H -0.653 2.607 6.206
H 0.165 0.891 4.654
H 1.636 3.949 2.046
H 0.827 5.669 3.603
H -0.408 -1.202 1.960
H -0.608 -3.348 3.128
H 1.211 -4.133 4.622
H 3.221 -2.714 4.940
H 3.390 -0.544 3.817
H 3.700 2.080 3.766
H 6.109 2.483 3.515
H 7.219 2.078 1.337
H 5.877 1.287 -0.590
H 3.460 0.896 -0.340
C -3.344 -2.094 1.359
C -3.583 -0.790 0.583
C -3.108 0.351 1.502
C -5.093 -0.644 0.364
P -2.458 -0.807 -0.959
N -0.947 -0.690 -0.603
C -3.058 0.556 -2.127
C -3.232 1.847 -1.317
C -1.952 0.841 -3.156
C -4.364 0.283 -2.882
C -2.693 -2.479 -1.810
C -2.092 -2.380 -3.221
C -1.850 -3.521 -1.050
C -4.128 -2.996 -1.945
H -3.793 -1.989 2.351
H -2.279 -2.291 1.488
H -3.805 -2.958 0.885
H -3.352 0.107 2.539
H -3.585 1.300 1.270
H -2.027 0.495 1.446
H -5.592 -0.704 1.338
H -5.515 -1.428 -0.265
H -5.358 0.320 -0.067
H -2.363 2.051 -0.691
H -4.123 1.838 -0.692
H -3.327 2.681 -2.018
H -0.982 0.964 -2.675
H -2.188 1.781 -3.662
H -1.870 0.066 -3.915
H -5.195 0.023 -2.227
H -4.254 -0.507 -3.625
H -4.646 1.193 -3.422
H -1.101 -1.925 -3.197
H -2.720 -1.808 -3.903
H -2.002 -3.390 -3.632
H -0.924 -3.077 -0.683
H -1.596 -4.338 -1.732
H -2.387 -3.958 -0.211
H -4.788 -2.297 -2.457
H -4.572 -3.242 -0.981
H -4.106 -3.919 -2.534

For each record above, in turn, the calculated E_tot values are -167014.091, -137557.020, -158033.545, -110062.630 eV.